(1)
Formula: C21H45BN2O4S
Source: the Open Molecules 2025 dataset
Level of theory: the ωB97M-V functional and the def2-TZVPD basis

Output
LUMO energy in eV: -0.588
HOMO-LUMO gap in eV: 5.29
HOMO energy in eV: -5.87
E_tot in a.u.: -1660.63150

Atoms and positions in Å:
S  -0.73  -2.74  2.77
O  -1.84  -0.39  4.31
O  -4.03  -0.90  3.94
O  -3.14  -2.27  1.58
O  -2.67  -0.08  2.22
N  -4.74  -0.58  0.81
N  4.00  1.15  -0.51
C  4.57  1.70  -1.81
C  -1.97  -2.44  -1.99
C  3.36  2.27  0.28
C  3.10  -0.02  -0.82
C  1.98  0.15  -1.86
C  1.34  1.50  -2.20
C  -2.53  -2.30  2.81
C  -2.75  -0.83  3.33
C  -3.41  -2.94  -1.75
C  0.39  1.40  1.30
C  -6.19  0.20  -0.96
C  6.44  0.89  -0.62
C  -1.01  -3.61  -2.36
C  2.89  1.98  1.70
C  -5.18  0.40  0.17
C  -1.41  -1.71  -0.77
C  5.22  0.64  0.26
C  -4.79  1.85  0.42
C  6.01  2.05  -1.51
C  1.71  1.06  1.99
C  -2.31  -0.55  -0.29
B  -3.22  -0.88  1.01
H  -0.47  -1.26  -1.10
H  3.77  -0.80  -1.19
H  -3.52  -3.99  -2.03
H  1.96  0.01  1.83
H  -2.89  -0.22  -1.16
H  0.23  2.47  1.21
H  5.30  1.19  1.19
H  -1.16  -2.39  0.04
H  -1.65  0.27  0.00
H  1.18  -0.53  -1.54
H  -4.43  -0.03  3.85
H  2.34  -0.27  -2.80
H  -0.17  -3.63  -1.67
H  3.73  1.65  2.31
H  5.07  -0.41  0.49
H  3.97  2.56  -2.12
H  6.61  2.13  -2.41
H  -0.60  -3.46  -3.36
H  4.50  0.92  -2.55
H  -0.45  0.99  1.88
H  1.54  1.13  3.07
H  2.72  -0.38  0.13
H  -6.13  0.98  -1.72
H  -5.91  -0.74  -1.43
H  4.14  3.03  0.35
H  6.08  3.00  -0.98
H  7.33  1.12  -0.03
H  -5.57  2.38  0.98
H  2.58  2.70  -0.34
H  -7.20  0.08  -0.59
H  -3.02  -3.08  3.38
H  0.48  1.31  -2.85
H  -3.72  -2.85  -0.72
H  -0.16  -1.68  3.34
H  -2.00  -1.72  -2.81
H  -1.50  -4.57  -2.28
H  -4.72  2.37  -0.54
H  0.94  2.03  -1.33
H  6.67  0.01  -1.22
H  0.32  0.94  0.32
H  -1.98  -0.95  5.07
H  -3.83  1.94  0.92
H  2.64  2.97  2.11
H  2.01  2.16  -2.74
H  -4.12  -2.40  -2.38

***

(2)
Formula: C4H10O2
Source: the Open Molecules 2025 dataset
Level of theory: the ωB97M-V functional and the def2-TZVPD basis

Output
SMILES: C[C@H]1CO1.CO
LUMO energy in eV: 1.029
HOMO-LUMO gap in eV: 10.79
Energy above the lowest of the compared OMol25 structures with the same formula, charge and spin in eV: 2.057
HOMO energy in eV: -9.76
E_tot in a.u.: -308.82255

Atoms and positions in Å:
O  -1.25  1.28  -0.14
O  -0.43  -1.22  0.67
C  1.57  -0.12  -0.41
C  0.66  -1.51  1.56
C  0.89  -1.36  0.12
C  -1.91  0.86  -1.31
H  -1.03  0.48  0.36
H  -2.75  1.53  -1.50
H  0.94  -0.69  2.22
H  -2.30  -0.17  -1.23
H  1.29  0.08  -1.45
H  2.65  -0.28  -0.39
H  1.00  -2.26  -0.48
H  0.65  -2.51  1.99
H  -1.25  0.89  -2.19
H  1.32  0.76  0.20

***

(3)
Formula: C6H12
Source: the Open Molecules 2025 dataset
Level of theory: the ωB97M-V functional and the def2-TZVPD basis

Output
SMILES: CCCC1CC1
LUMO energy in eV: 1.279
HOMO-LUMO gap in eV: 11.02
Energy above the lowest of the compared OMol25 structures with the same formula, charge and spin in eV: 1.712
HOMO energy in eV: -9.74
E_tot in a.u.: -235.75530

Atoms and positions in Å:
C  1.40  -0.90  0.13
C  -0.65  1.41  -0.35
C  -1.15  0.00  -0.64
C  0.04  -0.99  -0.70
C  -0.27  1.54  1.13
C  0.29  -1.89  0.45
H  0.21  1.58  -1.00
H  0.29  0.68  1.47
H  -1.91  -0.28  0.10
H  -1.17  1.59  1.75
H  -1.40  2.17  -0.61
H  1.74  0.04  0.58
H  -0.43  -1.81  1.27
H  2.28  -1.36  -0.34
H  0.34  2.43  1.31
H  0.56  -2.92  0.23
H  0.22  -1.37  -1.70
H  -1.70  -0.01  -1.60

***

(4)
Formula: C4H34N3O10
Source: the Open Molecules 2025 dataset
Level of theory: the ωB97M-V functional and the def2-TZVPD basis

Output
LUMO energy in eV: -2.817
HOMO-LUMO gap in eV: 8.93
Energy above the lowest of the compared OMol25 structures with the same formula, charge and spin in eV: 0.000
Net charge: +1
HOMO energy in eV: -11.75
E_tot in a.u.: -1089.27059

Atoms and positions in Å:
O  0.66  0.38  4.00
O  1.13  -4.10  -0.89
O  -1.98  -1.43  -2.90
O  -0.97  -1.99  4.10
O  -0.34  0.68  -3.74
O  1.98  0.21  -2.60
O  -1.54  -3.34  -1.12
O  1.53  2.34  2.33
O  0.12  4.14  -0.57
O  3.47  1.77  -1.11
N  -3.20  1.31  0.42
N  0.45  -2.14  1.06
N  -0.70  2.01  0.95
C  -0.84  0.58  0.60
C  -2.18  0.45  -0.18
C  0.40  0.08  -0.15
C  1.18  -0.92  0.73
H  -1.00  -0.01  1.51
H  -1.50  2.36  1.47
H  0.25  4.27  -1.52
H  0.05  -0.50  -1.01
H  -1.54  -1.87  -3.64
H  0.18  -4.31  -0.79
H  -2.02  0.76  -1.21
H  3.82  1.44  -0.27
H  -2.23  -3.99  -1.07
H  2.12  -1.14  0.22
H  3.34  2.72  -1.11
H  -2.52  -0.59  -0.25
H  -0.22  -2.58  4.00
H  -1.48  -0.59  -2.85
H  -0.29  -2.35  0.40
H  0.55  0.79  -3.31
H  -3.65  1.88  -0.29
H  -1.28  -1.80  3.21
H  -0.20  -0.08  3.91
H  1.13  0.84  -0.39
H  -3.81  0.87  1.08
H  1.26  -3.96  -1.83
H  2.42  -0.42  -3.18
H  2.69  0.72  -2.13
H  1.36  -0.42  1.69
H  -1.69  -2.58  -1.73
H  -0.14  0.58  -4.68
H  1.20  -0.31  3.58
H  1.67  3.16  2.82
H  1.12  -2.90  1.09
H  1.32  1.69  3.05
H  -0.67  2.61  0.10
H  0.25  2.13  1.47
H  0.77  4.74  -0.19

***

(5)
Formula: C3H10N2OS
Source: the Open Molecules 2025 dataset
Level of theory: the ωB97M-V functional and the def2-TZVPD basis

Output
SMILES: CN(C)[S@@](C)(=N)=O
LUMO energy in eV: 0.801
HOMO-LUMO gap in eV: 9.30
Energy above the lowest of the compared OMol25 structures with the same formula, charge and spin in eV: 5.217
HOMO energy in eV: -8.50
E_tot in a.u.: -703.08113

Atoms and positions in Å:
S  0.75  0.23  0.78
O  0.18  0.88  1.94
N  -0.53  -0.20  -0.35
N  2.22  1.18  0.03
C  1.36  -1.42  1.13
C  -0.42  0.30  -1.73
C  -1.94  0.10  0.14
H  0.40  -0.15  -2.36
H  -2.24  1.10  -0.27
H  -1.86  0.25  1.22
H  0.50  -1.98  1.38
H  1.72  -1.80  0.23
H  -1.28  0.06  -2.34
H  2.16  -1.55  1.81
H  2.01  2.16  0.49
H  -2.72  -0.58  -0.21
H  -0.32  1.42  -1.88

***

(6)
Formula: C38H32N4P2S2TeTi
Source: the Open Molecules 2025 dataset
Level of theory: the ωB97M-V functional and the def2-TZVPD basis

Output
2S+1: 3
LUMO energy (alpha / beta) in eV: -0.443 / -1.136
HOMO-LUMO gap (alpha / beta) in eV: 6.24 / 6.28
Energy above the lowest of the compared OMol25 structures with the same formula, charge and spin in eV: 1.855
HOMO energy (alpha / beta) in eV: -6.68 / -7.42
E_tot in a.u.: -4282.77293

Atoms and positions in Å:
Te  -0.50  2.61  1.43
Ti  -0.60  -0.42  -2.06
S  -0.17  -2.83  -1.87
S  0.57  -4.54  -4.27
P  0.98  0.79  -0.55
P  -1.47  -0.24  0.26
N  -0.51  -0.90  -3.92
N  -1.34  1.26  -2.83
N  -0.16  -2.08  -4.43
N  1.18  2.19  6.04
C  -3.78  1.23  0.80
C  -1.87  3.61  -4.25
C  -2.55  -4.11  0.30
C  0.53  -5.64  -2.83
C  -4.79  1.40  2.96
C  2.50  -1.56  0.15
C  -1.61  -4.75  1.09
C  2.35  1.89  -0.02
C  -1.77  2.36  -2.21
C  3.34  -1.86  -2.49
C  0.18  1.23  4.10
C  -0.62  -4.02  1.73
C  2.87  1.77  1.27
C  0.26  2.44  3.42
C  3.39  -2.57  -0.19
C  -2.94  -0.09  2.63
C  -3.91  0.46  3.45
C  3.85  2.65  1.69
C  4.32  3.63  0.83
C  2.47  -0.84  -2.15
C  0.65  1.16  5.40
C  0.06  -3.02  -3.57
C  -2.06  3.54  -2.86
C  -4.75  1.77  1.62
C  -0.55  -2.64  1.57
C  2.83  2.86  -0.88
C  3.80  -2.72  -1.50
C  3.82  3.73  -0.45
C  -2.86  0.32  1.30
C  -2.48  -2.75  0.13
C  2.04  -0.69  -0.83
C  0.82  3.52  4.09
C  -0.80  0.08  -4.77
C  1.27  3.34  5.39
C  -1.48  -2.00  0.76
C  0.02  0.52  0.97
C  -1.20  1.30  -4.20
C  -1.44  2.49  -4.91
H  -1.27  2.49  -5.98
H  0.22  -2.07  2.06
H  -2.06  4.53  -4.78
H  0.91  4.48  3.60
H  -1.87  2.29  -1.13
H  3.75  -3.25  0.57
H  2.17  -1.43  1.17
H  2.43  2.93  -1.89
H  5.09  4.31  1.17
H  -3.73  1.52  -0.25
H  1.72  4.15  5.94
H  4.20  4.49  -1.12
H  -0.50  -5.76  -2.50
H  4.49  -3.51  -1.77
H  0.10  -4.53  2.35
H  -3.18  -2.22  -0.52
H  -3.31  -4.68  -0.21
H  2.12  -0.12  -2.91
H  -2.41  4.40  -2.31
H  -0.25  0.36  3.61
H  -3.96  0.15  4.48
H  3.65  -1.98  -3.51
H  4.26  2.56  2.69
H  2.49  1.00  1.93
H  -5.53  1.84  3.62
H  -1.64  -5.82  1.20
H  0.59  0.24  5.96
H  -2.25  -0.82  3.01
H  -0.73  -0.09  -5.84
H  1.14  -5.21  -2.04
H  0.94  -6.59  -3.16
H  -5.46  2.48  1.23

***

Question: Which of these has the lowest E_tot?
Answer: C38H32N4P2S2TeTi

***

Question: Number 4 is which compound?
Answer: C4H34N3O10

***

Question: What is the formula in the second record?
Answer: C4H10O2

***

Question: E_tot of number 2 (C4H10O2)?
Answer: -308.82255 a.u.